Density functional theory data (wB97M-V/def2-TZVPD) for 2 unconnected molecules or ions with the total composition C3H8ClO2.

Geometry as XYZ:
```
14
Properties=species:S:1:pos:R:3:forces:R:3:lowdin_charge:R:1
O 2.568 1.830 3.586 0.238 0.047 -0.089 -0.1618
O 2.433 2.796 1.464 0.129 0.098 0.052 -0.1755
C 2.504 0.484 3.150 -0.139 -0.624 0.053 -0.1196
C 1.616 2.278 0.426 -0.091 -0.260 -0.417 -0.1303
C 1.869 2.701 2.750 -0.810 0.437 0.248 -0.3023
H 1.461 0.144 3.037 0.167 0.177 -0.025 0.0371
H 3.028 0.336 2.190 -0.077 0.127 0.264 0.0814
H 2.996 -0.137 3.918 -0.124 0.319 -0.271 0.0817
H 2.188 2.371 -0.512 -0.144 0.035 0.364 0.0795
H 0.676 2.846 0.323 0.241 -0.242 0.097 0.0857
H 1.368 1.214 0.583 -0.080 0.400 0.035 0.0613
H 0.804 2.410 2.677 0.309 -0.174 -0.078 0.0907
H 1.914 3.693 3.240 0.240 -0.398 -0.225 0.1295
Cl -1.274 0.354 2.107 0.142 0.058 -0.008 -0.7573
```
Forces are in eV/Å.

Summary:
HOMO-LUMO gap   7.7 eV
Net charge   -1
HOMO   -3.953 eV
Lowest unoccupied orbital energy   0.138 hartree
Spin multiplicity   1

Density functional theory data (wB97M-V/def2-TZVPD) for a molecular structure, C25H52AlINO5S2.

Geometry as XYZ:
```
87
Properties=species:S:1:pos:R:3:forces:R:3:lowdin_charge:R:1
C -6.895 -3.529 2.989 -0.130 -0.060 -0.034 -0.1183
C -5.520 -2.873 3.395 -0.876 0.143 -0.462 -0.2298
C -4.626 -2.546 2.123 -0.444 -0.063 1.704 -0.2030
C -3.290 -3.330 2.237 -0.757 -0.625 0.092 -0.1885
N -2.317 -3.137 1.147 -0.402 2.229 -0.129 -0.2283
C -1.172 -2.267 1.496 1.927 -0.351 -0.246 -0.1970
C 0.141 -3.130 1.298 -0.762 0.961 0.675 -0.1838
C 1.440 -2.344 1.658 0.893 -1.493 -0.636 -0.2867
C 2.671 -2.889 0.798 0.114 0.400 0.232 -0.2565
Al 3.354 -1.427 -0.473 0.150 -0.810 0.000 0.3428
C 3.944 -2.328 -2.240 0.680 0.312 -0.133 -0.2759
C 3.817 -1.386 -3.487 0.444 0.112 0.461 -0.4389
C 4.981 -0.339 -3.509 -1.032 -0.607 0.253 -0.6081
I 4.680 0.879 -5.317 0.430 -0.206 0.541 0.6754
C 5.010 -0.460 0.273 -0.136 -1.139 -0.982 -0.2494
O 4.883 -0.037 1.659 0.591 1.348 -0.604 -0.1924
C 4.571 1.318 1.784 0.081 -0.307 0.904 -0.2871
O 3.183 1.488 2.076 1.207 0.205 0.422 -0.1347
C 2.903 0.934 3.352 -1.295 0.152 0.500 -0.1926
C 1.373 1.242 3.617 0.958 -0.992 -0.659 -0.2066
O 0.690 1.067 2.379 -0.619 0.176 0.743 -0.0867
C -2.906 -2.805 -0.112 -0.212 -2.096 -0.982 -1.0288
S -3.182 -4.069 -1.172 -0.085 1.218 1.023 0.6404
S -3.323 -1.110 -0.663 -0.191 -0.323 0.530 0.8348
C -5.102 -1.290 -1.176 -0.470 -0.780 0.667 -0.4799
C -6.096 -0.516 -0.244 -0.687 0.294 -0.903 -0.3068
C -6.507 0.885 -0.830 -0.172 -0.207 0.355 -0.1133
H -7.178 -4.386 3.632 0.218 0.449 -0.251 0.0600
H -7.737 -2.801 3.045 0.609 -0.370 -0.003 0.0651
H -6.893 -3.899 1.940 0.158 0.139 0.656 0.0648
H -4.991 -3.508 4.132 -0.153 0.213 -0.514 0.0951
H -5.789 -1.935 3.931 0.457 -0.540 -0.304 0.0974
H -4.458 -1.448 2.162 0.199 -0.741 -0.466 0.0992
H -5.244 -2.813 1.245 0.704 0.217 0.204 0.0800
H -3.490 -4.428 2.312 -0.187 0.703 -0.105 0.1263
H -2.844 -3.057 3.219 0.051 -0.057 -0.819 0.1221
H -1.157 -1.928 2.550 -0.511 -0.129 -0.502 0.1186
H -1.076 -1.357 0.862 -0.319 -0.483 0.277 0.1016
H 0.131 -3.514 0.259 0.173 0.190 0.498 0.1052
H 0.026 -3.982 2.008 0.191 0.285 -0.715 0.1102
H 1.374 -1.255 1.479 -0.411 -0.511 0.423 0.0504
H 1.687 -2.599 2.717 -0.379 0.728 -0.472 0.0946
H 2.390 -3.761 0.161 0.038 0.378 0.559 0.0307
H 3.497 -3.219 1.477 -0.571 0.091 -0.466 0.0378
H 2.133 -0.420 -0.785 -0.129 0.240 -0.111 -0.0377
H 3.384 -3.283 -2.382 0.265 0.656 -0.068 0.0414
H 5.027 -2.614 -2.129 -0.696 -0.004 -0.168 0.0426
H 3.831 -1.916 -4.463 -0.130 0.241 0.501 0.0713
H 2.875 -0.806 -3.381 0.382 -0.360 -0.373 0.0660
H 5.975 -0.821 -3.551 -0.504 0.455 -0.152 0.0490
H 4.896 0.351 -2.646 0.214 -0.343 -0.650 0.0251
H 5.855 -1.197 0.226 -0.425 0.625 0.182 0.0605
H 5.281 0.366 -0.431 0.099 -0.122 0.812 0.0359
H 5.164 1.714 2.650 -0.356 -0.206 -0.359 0.1288
H 4.830 1.935 0.904 -0.375 -0.535 0.131 0.1158
H 3.548 1.372 4.154 -0.294 -0.056 -0.488 0.1201
H 3.055 -0.163 3.384 -0.027 0.507 -0.335 0.1192
H 1.219 2.246 4.059 0.015 -0.448 -0.186 0.1110
H 0.984 0.430 4.270 0.177 0.771 -0.055 0.1145
H 0.666 1.901 1.902 0.280 0.043 -0.151 0.0676
H -5.375 -2.367 -1.115 0.597 0.630 -0.097 0.0363
H -5.242 -1.014 -2.241 0.292 0.061 0.643 0.0734
H -5.744 -0.404 0.795 0.086 -0.173 -0.627 0.0741
H -7.020 -1.140 -0.199 0.618 0.343 0.063 0.1014
H -6.038 1.035 -1.822 -0.104 0.186 0.652 0.0644
H -6.245 1.692 -0.115 0.034 -0.333 -0.703 0.0684
H -7.605 0.958 -0.992 0.630 -0.130 0.139 0.0642
C 3.343 4.470 0.388 -0.183 -0.233 -0.182 -0.0223
C 2.082 4.950 1.054 -0.188 -0.312 -0.104 -0.4994
O 1.035 4.353 0.937 0.054 0.095 0.101 0.0689
C 2.172 6.209 1.877 -0.304 0.054 0.121 -0.0284
H 3.132 3.556 -0.167 -0.013 0.012 0.085 0.0890
H 3.710 5.227 -0.308 0.137 0.057 0.147 0.0858
H 4.099 4.254 1.145 0.078 0.142 -0.058 0.0807
H 2.489 7.043 1.248 0.178 -0.012 0.088 0.0815
H 2.882 6.069 2.694 0.126 0.106 -0.103 0.0835
H 1.193 6.438 2.297 0.039 -0.034 -0.033 0.0790
C -0.691 3.928 -5.228 -0.115 0.299 -0.103 -0.0274
C 0.459 3.762 -6.188 0.120 0.106 -0.244 -0.5093
O 0.677 4.580 -7.056 -0.064 -0.028 0.081 0.0532
C 1.322 2.541 -6.022 0.074 0.185 -0.244 -0.0627
H -1.227 4.848 -5.462 0.045 -0.040 -0.012 0.0770
H -1.379 3.086 -5.323 0.081 -0.073 0.190 0.0839
H -0.316 3.989 -4.205 -0.076 -0.208 0.028 0.0865
H 0.720 1.639 -6.152 0.037 -0.045 0.227 0.0896
H 1.785 2.542 -5.034 -0.111 -0.194 0.033 0.0599
H 2.108 2.549 -6.776 -0.038 0.016 0.045 0.0584
```
Forces are in eV/Å.

Summary:
HOMO-LUMO gap   6.3 eV
Net charge   -1
HOMO   -4.648 eV
Lowest unoccupied orbital energy   0.062 hartree
Spin multiplicity   1

Density functional theory data (wB97M-V/def2-TZVPD) for 2 unconnected molecules or ions with the total composition C2H7N2.

Geometry as XYZ:
```
11
Properties=species:S:1:pos:R:3:forces:R:3:lowdin_charge:R:1
C 1.303 -1.204 0.143 0.405 -0.277 0.303 -0.0794
N 1.273 -0.148 0.835 -0.717 -0.170 -0.271 0.0325
H 0.714 -1.307 -0.767 -0.002 0.142 -0.043 0.0601
H 1.913 -2.065 0.423 -0.028 -0.030 -0.133 0.0861
H 1.837 -0.244 1.678 0.092 0.217 -0.040 0.0761
C -1.027 0.949 0.226 0.729 0.039 -0.162 0.0958
N -1.405 0.784 -0.988 0.422 -0.775 0.089 0.1852
H -1.309 0.230 0.984 -0.514 0.392 0.142 0.1189
H -0.379 1.782 0.454 0.003 -0.064 0.137 0.1117
H -0.886 1.199 -1.756 -0.467 0.572 0.030 0.1598
H -2.033 0.025 -1.231 0.077 -0.045 -0.051 0.1531
```
Forces are in eV/Å.

Summary:
HOMO-LUMO gap   9.8 eV
Net charge   +1
HOMO   -14.899 eV
Lowest unoccupied orbital energy   -0.187 hartree
Spin multiplicity   1

Density functional theory data (wB97M-V/def2-TZVPD) for 2 unconnected molecules or ions with the total composition H4O2.

Geometry as XYZ:
```
6
Properties=species:S:1:pos:R:3:forces:R:3:lowdin_charge:R:1
O -2.088 -0.144 0.015 1.293 0.357 -0.419 -0.0903
H -1.236 -0.087 -0.502 -1.457 0.093 1.044 0.0466
H -2.024 0.503 0.744 0.167 -0.441 -0.628 0.0419
O 2.093 -0.089 0.110 -1.174 -0.551 -0.398 -0.1169
H 1.819 0.679 -0.460 -0.059 -1.631 0.767 0.0507
H 1.435 -0.861 0.094 1.230 2.173 -0.366 0.0681
```
Forces are in eV/Å.

Summary:
HOMO-LUMO gap   12.2 eV
Net charge   0
HOMO   -11.735 eV
Lowest unoccupied orbital energy   0.015 hartree
Structure (SMILES)   O.O
Spin multiplicity   1

Repeat the first record exactly.
Density functional theory data (wB97M-V/def2-TZVPD) for 2 unconnected molecules or ions with the total composition C3H8ClO2.

Geometry as XYZ:
```
14
Properties=species:S:1:pos:R:3:forces:R:3:lowdin_charge:R:1
O 2.568 1.830 3.586 0.238 0.047 -0.089 -0.1618
O 2.433 2.796 1.464 0.129 0.098 0.052 -0.1755
C 2.504 0.484 3.150 -0.139 -0.624 0.053 -0.1196
C 1.616 2.278 0.426 -0.091 -0.260 -0.417 -0.1303
C 1.869 2.701 2.750 -0.810 0.437 0.248 -0.3023
H 1.461 0.144 3.037 0.167 0.177 -0.025 0.0371
H 3.028 0.336 2.190 -0.077 0.127 0.264 0.0814
H 2.996 -0.137 3.918 -0.124 0.319 -0.271 0.0817
H 2.188 2.371 -0.512 -0.144 0.035 0.364 0.0795
H 0.676 2.846 0.323 0.241 -0.242 0.097 0.0857
H 1.368 1.214 0.583 -0.080 0.400 0.035 0.0613
H 0.804 2.410 2.677 0.309 -0.174 -0.078 0.0907
H 1.914 3.693 3.240 0.240 -0.398 -0.225 0.1295
Cl -1.274 0.354 2.107 0.142 0.058 -0.008 -0.7573
```
Forces are in eV/Å.

Summary:
HOMO-LUMO gap   7.7 eV
Net charge   -1
HOMO   -3.953 eV
Lowest unoccupied orbital energy   0.138 hartree
Spin multiplicity   1

Which value of net charge does entry 4 give?
0

Which formula does entry 3 have?
C2H7N2